Entry 1:
{"formula": "C9H10BrF11N3O10PS3", "method": "ωB97M-V with the def2-TZVPD basis set", "e_tot_ev": -176165.1035, "spin_multiplicity": 1, "orbital_gap_ev": 3.09, "symbols": ["C", "F", "H", "C", "H", "H", "H", "H", "S", "O", "O", "O", "O", "N", "H", "N", "O", "C", "C", "O", "P", "H", "O", "F", "O", "F", "F", "F", "Br", "N", "H", "C", "F", "O", "C", "F", "S", "S", "C", "F", "F", "F", "F", "H", "H", "O", "C", "C"], "coordinates": [[-2.29, 0.98, 0.91], [3.10, -2.10, -4.62], [-0.63, 2.52, 4.54], [0.71, -2.38, -2.06], [-3.16, 3.86, 0.38], [-2.46, 1.61, 1.79], [-0.08, 1.69, -0.82], [0.61, 1.39, 5.03], [-0.49, -1.09, 0.13], [5.94, -2.11, -5.47], [-2.35, 1.54, -1.82], [4.41, -3.17, -7.07], [-4.45, 1.80, -0.38], [1.06, 2.40, 2.25], [0.89, 3.57, 0.46], [-0.31, 0.49, 2.38], [-2.55, 3.48, -0.28], [0.29, 2.85, 1.01], [-2.79, 0.11, 4.07], [0.56, -1.69, 0.89], [-2.99, 1.96, -0.45], [1.11, 1.10, 0.29], [-0.32, -0.80, 4.57], [-2.98, -0.52, 5.19], [5.78, -4.56, -5.58], [-0.73, -0.52, -2.44], [4.31, -3.33, -3.31], [2.00, -2.41, -1.93], [1.73, 3.87, 3.19], [0.07, 1.83, 4.31], [-2.99, 1.04, -2.35], [0.19, -0.95, -1.59], [0.38, -2.50, -3.33], [-1.55, -1.78, 2.74], [0.28, 1.58, 2.98], [1.25, -0.11, -1.64], [-1.16, -0.61, 3.44], [5.16, -3.28, -5.84], [3.83, -3.24, -4.57], [-3.75, -0.15, 3.24], [0.15, -3.38, -1.40], [-2.75, 1.42, 4.30], [2.95, -4.26, -4.71], [-2.95, 0.12, 1.02], [-0.62, 3.30, 1.39], [-1.76, -1.73, 0.00], [-0.80, 0.58, 0.94], [0.13, 1.57, 0.24]]}



Entry 2:
{"formula": "C9H10BrI", "method": "ωB97M-V with the def2-TZVPD basis set", "e_tot_ev": -87631.7792, "spin_multiplicity": 3, "orbital_gap_ev": [5.39, 6.25], "symbols": ["H", "C", "H", "I", "H", "C", "H", "H", "H", "H", "C", "C", "C", "C", "H", "C", "Br", "H", "C", "C", "H"], "coordinates": [[-0.68, 3.08, -2.37], [0.13, 0.11, -0.11], [-1.39, 0.85, 2.00], [0.05, 3.13, 0.58], [-1.40, 1.33, -2.65], [-0.66, 1.92, -2.04], [1.15, -0.09, -2.03], [-1.57, -0.61, 2.64], [1.99, -2.13, -1.74], [-0.24, 0.58, 3.04], [-0.84, 1.63, -0.58], [1.26, -2.41, 0.33], [0.95, -0.54, -1.10], [0.07, -0.49, 1.15], [1.63, -3.47, 0.37], [1.52, -1.77, -0.84], [-2.65, 1.40, -0.07], [0.50, -2.34, 2.22], [0.67, -1.75, 1.38], [-0.80, 0.09, 2.27], [0.31, 1.49, -2.45]]}



Entry 3:
{"formula": "C9H10BrN", "method": "ωB97M-V with the def2-TZVPD basis set", "e_tot_ev": -81025.5228, "spin_multiplicity": 1, "orbital_gap_ev": 8.65, "e_above_lowest_kcal_mol": 0.1, "symbols": ["H", "H", "H", "H", "C", "H", "C", "N", "H", "C", "C", "Br", "C", "H", "C", "C", "H", "H", "H", "C", "C"], "coordinates": [[-2.63, 1.64, -1.70], [3.53, 0.12, 1.32], [-1.42, -0.66, -2.68], [0.73, -1.71, -2.59], [-1.29, -0.21, 0.68], [1.88, -0.03, 1.99], [-0.81, -0.62, -1.82], [-1.70, 0.90, 1.32], [1.66, -2.19, -0.35], [1.91, -0.28, 0.12], [0.43, -1.09, -1.80], [1.80, 1.56, -0.31], [-1.43, 0.04, -0.68], [-0.85, -1.01, 1.25], [-2.24, 1.74, 0.44], [1.32, -1.24, -0.57], [2.85, -1.48, 1.68], [-1.82, 0.94, 2.29], [-2.53, 2.78, 0.80], [-2.04, 1.28, -0.80], [2.63, -0.47, 1.40]]}